Entry 1:
Here is 2 unconnected molecules or ions with the total composition C4H10N2S from OMol25. Energies are from ωB97M-V/def2-TZVPD.

The geometry in XYZ format:
```
17
Properties=species:S:1:pos:R:3
C 1.860 0.183 0.233
C 1.257 0.758 -0.957
C -1.060 0.571 -0.030
C -1.582 -0.449 0.989
H 2.859 0.451 0.245
H 1.393 0.473 1.094
H 1.720 -0.981 0.456
H 1.718 0.567 -1.982
H 1.495 1.873 -0.489
H -0.508 0.471 -1.844
H -2.100 0.735 -0.384
H -0.400 1.291 0.504
H -2.042 -2.842 0.701
H -0.534 -1.500 -0.220
N -0.105 0.162 -1.025
N -1.242 -1.695 0.635
S -2.729 -0.067 2.073
```

As for the LUMO energy: 0.1 eV. As for the total energy: -18121.239 eV. Its net charge is 0. As for the energy above the lowest of the compared OMol25 structures with the same formula, charge and spin: 4.345 eV. The value obtained for the HOMO energy is -8.08 eV.

Entry 2:
Here is a molecular structure, C54H71AsN4O6PTc from OMol25. Energies are from ωB97M-V/def2-TZVPD.

The geometry in XYZ format:
```
138
Properties=species:S:1:pos:R:3
Tc 0.558 -0.095 0.241
N 0.449 0.185 2.398
C 1.460 -0.411 3.339
C 2.880 -0.072 2.934
C 3.334 -0.790 1.667
N 2.735 -0.182 0.426
H 0.424 1.188 2.555
H -0.486 -0.138 2.645
H 1.325 -1.479 3.344
H 1.253 -0.047 4.342
H 3.544 -0.368 3.747
H 2.996 1.014 2.824
H 3.048 -1.836 1.708
H 4.416 -0.748 1.577
H 3.117 -0.676 -0.375
H 3.110 0.758 0.349
O 0.242 -6.259 -3.505
C 0.145 -5.510 -4.715
N 0.551 -4.162 -4.409
C -0.356 -3.165 -4.201
O -1.555 -3.271 -4.307
C 0.233 -1.838 -3.760
C 0.666 -0.868 -4.646
C 1.112 0.351 -4.137
C 1.110 0.554 -2.783
N 0.675 -0.384 -1.901
C 0.234 -1.556 -2.413
H 0.106 -7.192 -3.707
H -0.874 -5.468 -5.083
H 0.800 -5.915 -5.483
H 1.520 -4.002 -4.195
H 0.650 -1.051 -5.716
H 1.461 1.143 -4.790
H 1.466 1.487 -2.388
H -0.164 -2.296 -1.745
C -0.647 5.358 3.486
C -1.586 4.173 3.166
C -0.813 3.017 2.517
C 0.265 3.623 1.596
C 1.387 4.193 2.481
C 0.778 4.861 3.739
P 0.731 2.563 0.168
C 2.450 2.967 -0.409
C 2.636 4.233 -1.265
C 4.145 4.536 -1.453
C 4.995 3.268 -1.374
C 4.900 2.650 0.037
C 3.540 2.973 0.689
C -0.553 3.035 -1.104
C -0.397 4.453 -1.730
C -1.757 5.022 -2.170
C -2.614 3.913 -2.778
C -2.996 2.885 -1.689
C -1.983 2.886 -0.531
H -1.014 5.896 4.358
H -0.644 6.082 2.665
H -2.386 4.494 2.495
H -2.068 3.813 4.076
H -1.497 2.340 2.003
H -0.311 2.444 3.313
H -0.189 4.460 1.060
H 1.958 4.931 1.916
H 2.082 3.410 2.797
H 1.425 5.680 4.050
H 0.763 4.151 4.570
H 2.687 2.115 -1.056
H 2.149 5.090 -0.794
H 2.169 4.091 -2.239
H 4.487 5.241 -0.691
H 4.285 5.033 -2.411
H 6.035 3.498 -1.604
H 4.667 2.555 -2.139
H 5.692 3.051 0.673
H 5.073 1.565 -0.016
H 3.586 3.967 1.128
H 3.330 2.307 1.529
H -0.456 2.294 -1.902
H 0.236 4.379 -2.614
H 0.091 5.155 -1.050
H -1.582 5.829 -2.883
H -2.285 5.468 -1.321
H -2.055 3.429 -3.587
H -3.512 4.329 -3.233
H -3.065 1.881 -2.116
H -3.979 3.122 -1.281
H -2.100 1.984 0.051
H -2.191 3.728 0.137
C 1.114 -4.589 4.873
C 2.165 -4.603 3.964
C 1.998 -4.068 2.691
C 0.765 -3.531 2.328
C -0.288 -3.509 3.243
C -0.111 -4.040 4.512
As 0.502 -2.804 0.554
C 1.820 -3.724 -0.513
C 2.637 -3.066 -1.430
C 3.551 -3.781 -2.196
C 3.634 -5.161 -2.056
C 2.806 -5.822 -1.153
C 1.903 -5.111 -0.380
C -1.207 -3.493 -0.016
C -1.301 -4.367 -1.095
C -2.551 -4.848 -1.467
C -3.691 -4.450 -0.781
C -3.593 -3.550 0.277
C -2.354 -3.063 0.655
H 1.246 -5.015 5.861
H 3.118 -5.043 4.238
H 2.824 -4.094 1.995
H -1.253 -3.104 2.973
H -0.936 -4.034 5.216
H 2.550 -1.999 -1.591
H 4.197 -3.262 -2.897
H 4.341 -5.723 -2.656
H 2.864 -6.900 -1.049
H 1.272 -5.634 0.325
H -0.438 -4.678 -1.669
H -2.620 -5.532 -2.305
H -4.662 -4.825 -1.081
H -4.483 -3.215 0.798
H -2.301 -2.327 1.448
O -2.258 -0.692 -1.561
C -2.425 -0.351 -0.421
O -1.354 -0.038 0.417
C -3.723 -0.198 0.209
C -3.846 0.164 1.541
C -5.102 0.302 2.137
C -6.190 0.062 1.336
O -7.490 0.133 1.676
C -8.266 -0.225 0.501
O -7.301 -0.461 -0.549
C -6.067 -0.297 0.001
C -4.859 -0.441 -0.597
H -2.956 0.351 2.130
H -5.225 0.585 3.176
H -8.916 0.595 0.229
H -8.831 -1.125 0.697
H -4.754 -0.725 -1.637
```

As for the LUMO energy (spin up / spin down): -8.7 / -9.8 eV. As for the spin multiplicity: 4. As for the total energy: -147700.103 eV. Its net charge is +3. As for the energy above the lowest of the compared OMol25 structures with the same formula, charge and spin: 0.000 eV. The value obtained for the HOMO energy (spin up / spin down) is -14.36 / -14.33 eV.

Entry 3:
Here is a molecular structure, C23H28N3NaO2S4 from OMol25. Energies are from ωB97M-V/def2-TZVPD.

The geometry in XYZ format:
```
61
Properties=species:S:1:pos:R:3
Na 0.635 0.438 -0.096
C -1.440 -0.789 2.696
C -0.573 -0.673 3.946
S 1.080 0.005 3.673
C 2.100 -1.196 4.546
C 2.089 -2.632 4.014
S 2.430 -2.744 2.245
C 1.066 -3.770 1.663
C -0.355 -3.302 1.962
S -0.768 -1.686 1.282
H -2.402 -1.221 2.986
H -1.664 0.201 2.293
H -1.114 -0.047 4.659
H -0.475 -1.649 4.425
H 3.111 -0.789 4.476
H 1.857 -1.211 5.611
H 2.828 -3.209 4.575
H 1.127 -3.098 4.225
H 1.223 -3.812 0.583
H 1.172 -4.793 2.037
H -1.044 -4.047 1.558
H -0.542 -3.282 3.036
C -0.361 3.599 2.806
C -0.450 2.813 1.512
O 0.430 1.966 1.321
C -1.544 3.074 0.585
C -2.350 4.215 0.796
C -3.389 4.549 -0.031
C -3.671 3.699 -1.119
C -2.933 2.577 -1.359
C -1.823 2.198 -0.527
O -1.165 1.148 -0.789
H 0.385 3.126 3.439
H -1.319 3.649 3.324
H -0.050 4.627 2.607
H -2.130 4.861 1.636
H -3.981 5.436 0.145
H -4.498 3.938 -1.780
H -3.159 1.916 -2.186
C 2.261 -4.256 -2.973
N 1.692 -3.019 -3.468
C 1.065 -2.895 -4.688
C 0.640 -1.629 -4.785
N 0.999 -0.969 -3.611
C 1.672 -1.847 -2.779
S 2.350 -1.679 -1.247
C 0.720 0.428 -3.430
C -0.258 1.037 -4.217
C -0.468 2.390 -4.047
C 0.279 3.089 -3.108
C 1.185 2.371 -2.359
N 1.409 1.063 -2.513
H 2.654 -4.819 -3.818
H 1.502 -4.846 -2.457
H 3.060 -4.025 -2.275
H 0.992 -3.714 -5.379
H 0.141 -1.133 -5.592
H -0.868 0.483 -4.911
H -1.234 2.888 -4.625
H 0.122 4.141 -2.924
H 1.747 2.854 -1.568
```

As for the LUMO energy: 0.3 eV. As for the total energy: -80630.185 eV. Its net charge is 0. The value obtained for the HOMO energy is -6.88 eV.

Entry 4:
Here is 2 unconnected molecules or ions with the total composition CH6NS from OMol25. Energies are from ωB97M-V/def2-TZVPD.

The geometry in XYZ format:
```
9
Properties=species:S:1:pos:R:3
S -1.759 -3.063 0.680
H -1.794 -3.724 -0.535
C 0.930 1.427 0.000
N -0.123 0.441 -0.454
H 0.393 2.492 0.069
H 1.831 1.429 -0.574
H 1.274 1.143 0.979
H 0.113 -0.537 -0.402
H -0.866 0.393 0.237
```

As for the LUMO energy: 3.8 eV. As for the total energy: -13459.962 eV. Its net charge is -1. As for the energy above the lowest of the compared OMol25 structures with the same formula, charge and spin: 0.546 eV. The value obtained for the HOMO energy is -2.52 eV.

Entry 5:
Here is C10H7NO2 in the gas phase from OMol25. Energies are from ωB97M-V/def2-TZVPD.

The geometry in XYZ format:
```
20
Properties=species:S:1:pos:R:3
O 2.738 -1.844 0.167
C 1.557 -1.652 -0.108
C 0.862 -0.387 -0.027
C 1.588 0.832 0.024
O 2.960 0.789 -0.051
C 0.962 2.137 -0.063
C -0.383 2.218 0.056
C -1.154 0.957 0.122
C -2.602 0.922 -0.015
C -3.189 -0.341 0.149
C -2.433 -1.513 0.002
N -1.125 -1.612 -0.095
C -0.535 -0.274 -0.073
H 0.806 -2.530 -0.262
H 3.141 -0.242 0.125
H 1.762 2.949 -0.017
H -0.944 3.118 -0.149
H -3.170 1.834 -0.210
H -4.241 -0.451 -0.015
H -3.097 -2.354 -0.151
```

As for the LUMO energy: -0.5 eV. As for the total energy: -16067.297 eV. Its net charge is 0. As for the energy above the lowest of the compared OMol25 structures with the same formula, charge and spin: 1.106 eV. The value obtained for the HOMO energy is -8.67 eV.

Entry 6:
Here is a molecular structure, C49H38BCdF17GeO2P4S5 from OMol25. Energies are from ωB97M-V/def2-TZVPD.

The geometry in XYZ format:
```
118
Properties=species:S:1:pos:R:3
Cd -0.684 -1.191 0.578
S 1.381 -0.477 1.765
S 2.017 -2.178 2.686
S 3.151 -3.285 1.336
S 2.063 -4.654 0.330
C -0.185 -4.732 3.307
P -0.883 -3.567 2.066
C -2.232 -2.871 3.124
C -1.826 -4.812 1.065
C -2.401 -4.170 -0.195
P -1.101 -3.390 -1.262
C -0.615 -4.851 -2.282
C -2.261 -2.606 -2.476
H -0.965 -5.422 3.638
H 0.205 -4.166 4.152
H 0.626 -5.288 2.840
H -2.635 -3.616 3.814
H -3.036 -2.468 2.504
H -1.806 -2.046 3.699
H -2.627 -5.235 1.681
H -1.115 -5.599 0.805
H -3.072 -3.357 0.092
H -2.973 -4.893 -0.788
H -1.503 -5.358 -2.668
H -0.030 -5.525 -1.658
H 0.014 -4.527 -3.110
H -3.015 -3.312 -2.833
H -1.690 -2.224 -3.325
H -2.750 -1.762 -1.988
O 1.622 -1.737 -1.505
P 2.165 -1.264 -2.779
C 0.970 -0.243 -3.781
P 0.066 0.901 -2.643
O -0.551 0.171 -1.519
C -1.214 1.712 -3.645
C -2.409 1.962 -2.972
C -3.485 2.513 -3.650
C -3.372 2.821 -4.999
C -2.179 2.581 -5.667
C -1.101 2.028 -4.995
C 1.309 2.105 -2.128
C 1.716 3.176 -2.919
C 2.713 4.019 -2.462
C 3.300 3.798 -1.224
C 2.886 2.739 -0.433
C 1.885 1.893 -0.884
C 2.570 -2.626 -3.909
C 2.864 -2.458 -5.260
C 3.148 -3.564 -6.044
C 3.147 -4.835 -5.484
C 2.869 -4.999 -4.135
C 2.581 -3.898 -3.343
C 3.693 -0.303 -2.603
C 4.330 -0.446 -1.372
C 5.524 0.212 -1.131
C 6.088 1.010 -2.116
C 5.462 1.138 -3.349
C 4.270 0.479 -3.598
H 0.239 -0.945 -4.190
H 1.484 0.285 -4.584
H -2.490 1.702 -1.922
H -4.416 2.685 -3.126
H -4.216 3.238 -5.535
H -2.095 2.810 -6.723
H -0.173 1.837 -5.523
H 1.239 3.353 -3.877
H 3.028 4.858 -3.071
H 4.075 4.466 -0.871
H 3.327 2.567 0.540
H 1.538 1.073 -0.268
H 2.866 -1.467 -5.699
H 3.364 -3.436 -7.098
H 3.364 -5.696 -6.105
H 2.865 -5.988 -3.695
H 2.343 -4.013 -2.287
H 3.859 -1.056 -0.607
H 6.008 0.112 -0.168
H 7.013 1.539 -1.925
H 5.905 1.759 -4.118
H 3.790 0.589 -4.563
F 0.843 3.819 4.185
C 0.998 2.692 4.905
C 0.192 1.590 4.689
C 0.441 0.514 5.527
F -0.337 -0.585 5.400
C 1.415 0.497 6.508
F 1.593 -0.566 7.312
C 2.199 1.622 6.683
F 3.150 1.646 7.634
C 1.982 2.727 5.883
F 2.717 3.839 6.089
Ge -1.307 1.074 3.284
S -2.816 0.451 0.427
C -2.760 1.613 4.727
C -3.917 0.854 4.736
F -3.984 -0.236 3.949
C -5.022 1.153 5.515
F -6.123 0.379 5.500
C -4.987 2.269 6.330
F -6.044 2.581 7.100
C -3.858 3.067 6.341
F -3.831 4.161 7.128
C -2.777 2.727 5.546
F -1.720 3.560 5.579
C -1.472 2.980 2.436
C -0.349 3.404 1.750
F 0.729 2.600 1.752
C -0.265 4.616 1.092
F 0.864 5.019 0.481
C -1.369 5.449 1.080
F -1.305 6.650 0.479
C -2.532 5.044 1.705
F -3.612 5.848 1.669
C -2.567 3.822 2.361
F -3.740 3.487 2.932
F -5.471 0.188 -0.196
B -4.311 -0.395 0.199
F -4.484 -1.736 0.348
```

As for the LUMO energy: 3.4 eV. As for the total energy: -254819.161 eV. Its net charge is -2. As for the energy above the lowest of the compared OMol25 structures with the same formula, charge and spin: 0.675 eV. The value obtained for the HOMO energy is -1.51 eV.

Entry 7:
Here is a molecular structure, C4H6O from OMol25. Energies are from ωB97M-V/def2-TZVPD.

The geometry in XYZ format:
```
11
Properties=species:S:1:pos:R:3
O -1.939 -0.315 -0.868
C -1.054 -0.125 -0.081
C 0.017 0.993 0.106
C 0.473 0.089 1.238
C -0.470 -0.859 1.081
H 0.716 1.112 -0.727
H -0.373 1.976 0.391
H 1.290 0.200 1.940
H 1.299 -0.439 -2.475
H -0.707 -1.792 1.577
H 0.748 -0.841 -2.182
```

As for the LUMO energy: 0.6 eV. As for the total energy: -6290.140 eV. Its net charge is 0. As for the energy above the lowest of the compared OMol25 structures with the same formula, charge and spin: 1.778 eV. The value obtained for the HOMO energy is -9.75 eV.

The records above yield F_max values of 6.12; 0.87; 1.31; 2.98; 4.01; 1.06; 0.51 eV/A, respectively.